(1)
87
Properties=species:S:1:pos:R:3:lowdin_charge:R:1 method="wB97M-V/def2-TZVPD" homo_energy_ha=-0.4109 charge=+1
O -11.73 -26.76 3.45 -0.1612
V -13.11 -26.79 2.70 1.3098
O -12.99 -27.82 1.51 -0.1772
O -18.51 -27.11 -0.33 -0.3073
V -18.70 -28.57 0.31 1.1398
O -20.13 -28.58 1.00 -0.2483
C -16.84 -30.70 0.17 -0.4201
O -16.76 -29.47 -0.51 -0.1682
O -18.00 -30.64 0.86 -0.1805
C -16.61 -31.93 -0.75 -0.5811
F -16.98 -33.03 -0.12 0.1775
F -17.29 -31.86 -1.89 0.1811
F -15.32 -32.07 -1.03 0.1419
C -15.52 -29.05 -1.09 -0.2058
C -15.69 -27.68 -1.73 -0.0446
H -15.87 -26.90 -1.00 0.0574
H -14.74 -27.47 -2.23 0.0659
H -16.43 -27.75 -2.53 0.0684
H -15.10 -29.80 -1.76 0.0981
H -14.80 -28.96 -0.26 0.1069
H -15.94 -30.75 0.81 0.1600
C -15.73 -33.81 -4.69 -0.1249
O -14.41 -33.43 -5.07 -0.1276
H -16.07 -34.74 -5.14 0.0872
H -15.80 -33.89 -3.61 0.0754
H -16.47 -33.03 -4.94 0.0726
H -14.49 -32.96 -5.91 0.0876
C -11.98 -33.04 -2.29 -0.1435
O -12.86 -34.08 -2.75 -0.1215
H -11.41 -32.74 -3.18 0.0801
H -12.49 -32.20 -1.81 0.0493
H -11.33 -33.52 -1.57 0.0830
H -13.31 -33.70 -3.51 0.0256
C -12.76 -31.38 0.91 -0.2023
O -11.37 -31.50 0.92 -0.0783
H -13.14 -30.92 0.00 0.0554
H -13.33 -32.32 0.96 0.0637
H -13.18 -30.79 1.74 0.0632
H -11.15 -32.11 1.64 0.0951
C -13.43 -35.04 0.48 -0.1623
O -12.90 -35.30 1.76 -0.1149
H -13.68 -35.96 -0.05 0.0899
H -14.36 -34.46 0.54 0.0643
H -12.76 -34.47 -0.16 0.0483
H -13.56 -35.76 2.28 0.0766
C -13.22 -30.21 -3.80 -0.1412
O -11.84 -30.02 -3.55 -0.1101
H -13.73 -30.89 -3.11 0.0568
H -13.66 -29.21 -3.73 0.0681
H -13.43 -30.52 -4.83 0.0873
H -11.38 -30.78 -3.91 0.0743
C -17.60 -30.13 -4.61 -0.1479
O -18.22 -28.89 -4.26 -0.1342
H -16.92 -30.42 -3.80 0.0521
H -18.36 -30.90 -4.75 0.0844
H -16.99 -30.01 -5.51 0.0690
H -17.56 -28.21 -4.48 0.0214
C -15.45 -23.78 -0.45 -0.1664
O -14.30 -23.31 0.24 -0.1256
H -16.13 -22.99 -0.78 0.0903
H -15.17 -24.39 -1.30 0.0693
H -16.11 -24.34 0.23 0.0700
H -14.44 -22.41 0.52 0.0821
C -15.57 -27.16 -6.26 -0.1027
O -16.26 -26.96 -5.02 -0.1467
H -15.96 -26.50 -7.04 0.0886
H -14.50 -27.04 -6.14 0.0694
H -15.79 -28.19 -6.53 0.0746
H -16.12 -26.07 -4.68 0.0915
C -16.55 -32.47 3.69 -0.1630
O -17.84 -32.50 3.09 -0.1187
H -16.58 -33.20 4.49 0.0815
H -15.75 -32.76 3.00 0.0647
H -16.35 -31.49 4.13 0.0695
H -17.89 -31.77 2.45 0.0252
C -12.22 -26.34 -3.83 -0.1706
O -11.27 -27.02 -3.04 -0.1132
H -13.18 -26.17 -3.33 0.0528
H -11.82 -25.35 -4.08 0.0830
H -12.35 -26.87 -4.78 0.0744
H -11.52 -27.94 -2.99 0.0358
C -19.59 -34.45 0.38 -0.1621
O -19.98 -33.09 0.50 -0.1212
H -20.42 -35.08 0.69 0.0792
H -19.32 -34.69 -0.65 0.0712
H -18.69 -34.67 0.96 0.0685
H -19.18 -32.58 0.65 0.0142

***

(2)
79
Properties=species:S:1:pos:R:3:lowdin_charge:R:1 method="wB97M-V/def2-TZVPD" homo_energy_ha=-0.2685 charge=-1
N 0.47 0.29 -0.81 -0.5446
O 0.70 -0.45 0.17 -0.0333
O 0.76 -0.08 -1.93 -0.0163
O -0.10 1.35 -0.63 -0.0046
O -0.12 3.03 -3.50 -0.0573
H -0.54 2.22 -3.80 0.0030
H 0.19 2.82 -2.62 0.0081
O 0.90 3.32 1.38 -0.0556
H 0.74 2.66 0.69 -0.0157
H 0.36 3.02 2.11 0.0014
O 1.95 0.88 -4.61 -0.0589
H 1.18 1.16 -5.11 0.0258
H 1.58 0.56 -3.78 -0.0091
O -2.03 3.58 -0.27 -0.0459
H -1.74 4.32 -0.82 0.0442
H -1.34 2.92 -0.37 -0.0107
O 1.73 -2.70 -2.30 -0.0615
H 2.60 -2.32 -2.47 0.0162
H 1.21 -1.96 -1.96 -0.0166
C -2.65 -3.60 -0.65 -0.0549
C -1.84 -3.19 0.56 -0.4747
C -0.40 -3.64 0.57 -0.0456
O -1.86 -1.78 0.60 -0.0579
H -3.64 -3.13 -0.63 0.0728
H -2.78 -4.68 -0.72 0.0774
H -2.27 -3.16 -1.58 0.0603
H -2.37 -3.55 1.45 0.1313
H -0.24 -4.70 0.40 0.0821
H -0.01 -3.51 1.59 0.0758
H 0.34 -3.07 0.01 0.0627
H -0.96 -1.43 0.51 0.0333
C -3.92 0.96 -1.99 -0.0268
C -2.89 -0.11 -2.33 -0.4815
C -3.46 -1.28 -3.11 -0.0750
O -1.83 0.41 -3.12 -0.0635
H -4.89 0.56 -1.73 0.0823
H -4.02 1.65 -2.83 0.0826
H -3.45 1.54 -1.19 0.0518
H -2.43 -0.50 -1.42 0.1148
H -2.79 -2.09 -3.39 0.0686
H -3.90 -0.87 -4.02 0.0796
H -4.28 -1.76 -2.56 0.0695
H -1.04 -0.09 -2.88 0.0517
C -1.55 1.39 2.61 -0.0443
C -3.04 0.93 2.70 -0.4242
C -3.90 1.52 3.84 -0.0630
O -3.70 1.34 1.47 -0.0699
H -1.09 0.80 1.81 0.0611
H -0.98 1.21 3.52 0.0757
H -1.46 2.43 2.27 0.0630
H -2.98 -0.16 2.76 0.1236
H -4.94 1.20 3.84 0.0692
H -4.00 2.60 3.71 0.0719
H -3.40 1.34 4.79 0.0680
H -3.35 2.22 1.28 0.0509
C 2.29 0.75 3.19 -0.0433
C 2.86 -0.65 3.08 -0.4783
C 3.40 -1.21 4.36 -0.0652
O 1.86 -1.61 2.62 -0.0757
H 1.53 0.75 3.98 0.0785
H 1.76 0.93 2.25 0.0441
H 3.02 1.55 3.28 0.0887
H 3.59 -0.72 2.27 0.1154
H 4.35 -0.71 4.56 0.0802
H 3.74 -2.24 4.22 0.0789
H 2.68 -1.11 5.17 0.0831
H 1.42 -1.27 1.84 0.0295
C 3.65 1.45 -0.69 -0.0294
C 4.11 0.11 -1.25 -0.4874
C 4.98 0.15 -2.45 -0.0613
O 4.73 -0.74 -0.24 -0.0540
H 2.78 1.40 -0.04 0.0557
H 3.27 2.00 -1.56 0.0823
H 4.53 2.02 -0.39 0.0892
H 3.20 -0.40 -1.58 0.0967
H 6.02 0.43 -2.28 0.0818
H 4.53 0.74 -3.24 0.0793
H 5.07 -0.85 -2.89 0.0791
H 4.09 -1.23 0.29 0.0647

***

(3)
82
Properties=species:S:1:pos:R:3:lowdin_charge:R:1 method="wB97M-V/def2-TZVPD" de_lowest_kcal_mol=19.4 homo_energy_ha=-0.3351
N 0.80 1.66 -0.55 0.1697
C 0.65 0.38 -0.30 -0.5408
N -0.50 -0.11 -0.58 0.1962
O 1.78 -0.36 0.12 -0.1347
H 1.73 2.07 -0.38 0.0715
H 0.04 2.33 -0.79 0.0813
H -0.55 -1.13 -0.44 0.0733
H -1.27 0.33 -1.02 0.0406
N -5.54 0.09 1.63 0.1444
C -4.97 0.08 0.46 -0.6069
N -3.70 0.41 0.57 0.1652
O -5.61 -0.19 -0.75 -0.1423
H -6.58 0.00 1.64 0.1457
H -5.00 0.43 2.43 0.1271
H -3.22 0.44 -0.32 0.0640
H -3.07 0.44 1.33 0.0403
C -2.62 -2.82 -0.38 -0.0772
C -1.37 -3.53 -0.07 -0.3219
O -0.22 -2.75 -0.23 -0.1142
H -2.79 -2.68 -1.43 0.0828
H -2.69 -1.91 0.13 0.0310
H -3.51 -3.38 -0.11 0.0946
H -1.27 -4.48 -0.66 0.1336
H -1.36 -3.80 1.02 0.1216
H 0.47 -3.42 -0.31 0.1114
C 3.10 1.68 1.84 -0.1105
C 3.40 3.04 1.25 -0.2613
O 3.12 3.01 -0.18 -0.1354
H 3.51 0.80 1.36 0.0549
H 2.05 1.64 2.07 0.0514
H 3.41 1.67 2.95 0.1061
H 4.46 3.14 1.43 0.1037
H 2.86 3.84 1.73 0.1096
H 3.95 3.33 -0.61 0.1240
C -1.30 -0.87 4.10 -0.0630
C -0.92 -0.74 2.62 -0.2746
O -1.56 0.43 2.19 -0.1026
H -1.19 0.15 4.57 0.0979
H -0.75 -1.63 4.66 0.0710
H -2.30 -1.12 4.27 0.0421
H -1.35 -1.67 2.11 0.1199
H 0.14 -0.58 2.43 0.0936
H -1.04 0.80 1.51 0.0308
C 2.04 -2.87 2.64 -0.0630
C 2.60 -1.89 3.67 -0.3467
O 3.95 -1.93 3.89 -0.0412
H 2.31 -3.91 2.81 0.0822
H 2.35 -2.55 1.64 0.0714
H 1.03 -2.82 2.73 0.0129
H 2.16 -2.04 4.62 0.0947
H 2.33 -0.83 3.34 0.1154
H 4.33 -1.51 3.14 0.0689
C 0.93 -2.19 -3.22 -0.1493
O 0.67 -2.49 -4.59 -0.1118
H 1.04 -3.11 -2.72 0.0559
H 0.15 -1.64 -2.71 0.0508
H 1.93 -1.75 -3.19 0.0956
H 1.44 -2.81 -5.02 0.0613
C 4.58 0.58 -1.20 -0.1872
O 4.30 -0.73 -0.89 -0.0974
H 5.46 0.65 -1.77 0.0666
H 4.75 1.18 -0.27 0.0687
H 3.75 0.99 -1.76 0.0740
H 3.58 -0.70 -0.30 -0.0152
C 0.55 1.15 -3.98 -0.1724
O 1.44 1.89 -3.23 -0.1197
H 1.01 0.84 -4.94 0.1027
H -0.41 1.63 -3.97 0.0547
H 0.33 0.21 -3.41 0.0497
H 1.09 1.87 -2.32 0.0158
C -3.32 1.57 -2.78 -0.1448
O -2.43 0.66 -2.22 -0.1620
H -2.93 1.83 -3.81 0.1050
H -3.36 2.57 -2.34 0.0627
H -4.35 1.19 -2.87 0.0887
H -2.31 0.01 -2.91 0.1133
C -1.94 3.42 -0.38 -0.1285
O -0.80 3.76 -1.19 -0.1309
H -2.01 2.34 -0.21 0.0515
H -2.88 3.84 -0.82 0.0934
H -1.82 3.89 0.60 0.0879
H -0.77 4.70 -1.39 0.1117

***

no.,F_max (hartree/bohr),frontier orbital gap (hartree)
1,0.0491,0.1047
2,0.0503,0.3724
3,0.1437,0.3447